Below is a 11-piece molecular cluster, C10H40F2N21O14S2 overall at a distorted geometry, with properties calculated with ωB97M-V with the def2-TZVPD basis set.

Last column: Löwdin charge in e.
Atoms and positions in Å:
N1 -12.193 -20.987 -4.497  -0.234
S1 -12.111 -20.038 -5.754  0.497
O1 -10.959 -19.194 -5.992  -0.334
O2 -13.377 -19.446 -6.094  -0.277
F1 -11.903 -21.111 -6.889  -0.145
S2 -11.709 -19.889 -3.371  0.520
O3 -12.609 -18.777 -3.225  -0.297
O4 -10.299 -19.702 -3.246  -0.279
F2 -12.079 -20.779 -2.119  -0.161
C1 -12.332 -15.585 -0.428  -0.684
O5 -12.497 -15.486 0.780  0.013
N2 -12.261 -16.795 -1.055  0.168
N3 -12.117 -14.506 -1.226  0.162
H1 -12.657 -17.586 -0.575  0.068
H2 -12.276 -16.774 -2.059  0.054
H3 -11.926 -14.553 -2.213  0.045
H4 -12.234 -13.618 -0.776  0.099
C2 -9.276 -21.218 -8.838  -0.669
O6 -8.620 -21.159 -7.808  0.020
N4 -10.111 -20.191 -9.138  0.159
N5 -9.358 -22.335 -9.611  0.166
H5 -10.052 -19.472 -8.439  0.094
H6 -10.668 -20.155 -9.968  0.094
H7 -8.730 -23.100 -9.469  0.104
H8 -9.981 -22.304 -10.396  0.089
C3 -7.659 -17.514 -5.570  -0.661
O7 -7.091 -18.043 -6.503  0.039
N6 -8.930 -17.842 -5.152  0.142
N7 -7.140 -16.405 -4.924  0.139
H9 -9.225 -17.373 -4.317  0.079
H10 -9.404 -18.601 -5.606  0.032
H11 -7.670 -15.992 -4.181  0.070
H12 -6.198 -16.154 -5.155  0.096
C4 -7.158 -20.822 -4.122  -0.684
O8 -5.958 -20.781 -4.340  0.015
N8 -8.104 -20.880 -5.077  0.181
N9 -7.638 -20.910 -2.822  0.136
H13 -7.688 -20.845 -5.996  0.078
H14 -9.089 -20.812 -4.907  0.053
H15 -7.071 -20.524 -2.087  0.084
H16 -8.631 -20.829 -2.678  0.032
C5 -11.446 -15.450 -4.753  -0.658
O9 -12.270 -14.724 -4.206  0.002
N10 -10.113 -15.141 -4.882  0.146
N11 -11.791 -16.654 -5.272  0.185
H17 -9.567 -15.504 -5.646  0.084
H18 -9.968 -14.162 -4.680  0.107
H19 -11.193 -17.269 -5.796  0.057
H20 -12.767 -16.883 -5.192  0.087
C6 -10.283 -19.464 1.057  -0.691
O10 -10.832 -19.947 2.040  0.003
N12 -10.267 -18.142 0.779  0.177
N13 -9.535 -20.229 0.212  0.159
H21 -9.801 -17.737 -0.011  0.095
H22 -10.790 -17.501 1.356  0.104
H23 -8.999 -19.847 -0.543  0.069
H24 -9.362 -21.177 0.490  0.104
C7 -15.933 -21.857 -7.756  -0.686
O11 -16.020 -22.395 -6.676  0.042
N14 -16.797 -22.102 -8.795  0.129
N15 -15.008 -20.912 -8.092  0.159
H25 -17.614 -22.657 -8.635  0.093
H26 -16.803 -21.435 -9.546  0.080
H27 -14.461 -20.533 -7.331  0.049
H28 -14.954 -20.542 -9.020  0.089
C8 -16.040 -17.721 -3.558  -0.698
O12 -17.250 -17.535 -3.650  0.000
N16 -15.127 -16.714 -3.476  0.177
N17 -15.524 -18.970 -3.610  0.168
H29 -14.129 -16.793 -3.486  0.047
H30 -15.529 -15.808 -3.641  0.106
H31 -16.146 -19.756 -3.623  0.109
H32 -14.527 -19.132 -3.648  0.043
C9 -10.712 -24.346 -5.641  -0.684
O13 -11.583 -24.172 -6.467  0.037
N18 -9.963 -25.506 -5.605  0.128
N19 -10.407 -23.494 -4.629  0.167
H33 -10.393 -26.293 -6.059  0.091
H34 -9.550 -25.714 -4.710  0.081
H35 -10.915 -22.618 -4.620  0.045
H36 -9.801 -23.689 -3.856  0.096
C10 -14.400 -18.675 0.939  -0.694
O14 -14.309 -18.058 1.979  0.042
N20 -13.523 -19.684 0.590  0.154
N21 -15.385 -18.476 0.005  0.159
H37 -12.880 -19.875 1.349  0.075
H38 -13.877 -20.380 -0.040  0.085
H39 -15.937 -17.645 -0.067  0.103
H40 -15.539 -19.227 -0.643  0.076

The value obtained for the HOMO-LUMO gap is 9.1 eV. The value obtained for the LUMO energy is 1.964 eV. The energy above the lowest of the compared OMol25 structures with the same formula, charge and spin is 0.000 eV. The net charge is -1. The spin multiplicity is 1.